11
Properties=species:S:1:pos:R:3:forces:R:3:nbo_charge:R:1 method="wB97M-V/def2-TZVPD" e_lumo_ev=2.607 charge=-1 e_homo_ev=-6.044 orbital_gap_ev=8.65 relative_energy_kj_mol=201.1
C -0.239 0.755 0.608 2.316 -2.991 -1.447 0.339
C 0.954 -0.688 -0.503 -1.543 3.722 4.570 0.722
N -1.713 1.591 1.726 -0.196 -0.283 0.823 -0.142
N -1.380 0.392 1.186 0.847 1.079 -1.215 -0.426
N 0.269 1.948 0.833 -1.266 -0.640 -0.048 -0.429
N -0.770 2.471 1.570 0.447 0.163 -0.389 -0.150
N 0.051 -1.435 -1.327 -0.312 -1.609 -1.217 0.447
O -0.261 -1.004 -2.424 0.104 0.357 0.524 -0.376
O -0.288 -2.501 -0.874 -0.609 -0.445 0.200 -0.357
F 1.824 -0.066 -1.260 0.627 -0.076 0.009 -0.302
F 1.553 -1.465 0.464 -0.416 0.725 -1.809 -0.324